The molecule C6H6Br2N2. Source: the OMol25 dataset; level of theory: the ωB97M-V functional and the def2-TZVPD basis.

The geometry in XYZ format:
```
16
Properties=species:S:1:pos:R:3:forces:R:3
Br 1.198335 1.447902 -2.394302 0.30 0.18 -0.05
Br 2.722498 3.545322 0.486913 -0.47 -0.48 0.26
N 0.659011 1.891129 1.644825 0.06 -0.58 0.80
N -0.212677 0.476384 0.120120 3.08 5.41 -1.72
C 1.375674 2.191114 0.531913 -0.22 1.09 -0.25
C -0.871775 -0.514960 -0.565090 1.20 -3.07 0.37
C 0.962379 1.629734 -0.596957 -3.22 -4.23 1.23
C -1.162420 -1.813665 0.211631 -2.14 0.36 -4.69
C 0.027722 -1.719817 -0.717243 -0.41 -0.93 1.43
C -0.196865 0.920682 1.369247 3.17 2.26 -3.31
H -1.530118 -0.427119 -1.389065 -0.49 1.28 -0.57
H -0.998274 -1.727900 1.192226 0.38 -0.18 3.68
H 0.003822 -2.372007 -1.531997 -0.23 -0.51 -1.52
H -2.151493 -2.267126 -0.180981 1.99 0.43 1.06
H -0.813933 0.531095 2.027883 -2.82 -1.71 3.38
H 0.988115 -1.790765 -0.209125 -0.18 0.68 -0.08
```
Forces are in eV/Å.

**Energy above the lowest of the compared OMol25 structures with the same formula, charge and spin**: 153.2 kJ/mol
**HOMO level**: -0.3208 Ha
**SMILES**: Brc1ncn(C2CC2)c1Br